[1]
{"formula": "C18H50N4O6", "method": "ωB97M-V/def2-TZVPD", "e_above_lowest_ev": 5.2545, "largest_force_ev_per_a": 4.72, "total_energy_ev": -37716.9404, "smiles": "COC[C@H](C)N.COC[C@H](C)N.COC[C@H](C)N.COC[C@H](C)N.OCCO", "e_homo_ev": -8.837, "spin_multiplicity": 1, "lumo_energy_ev": 0.63, "orbital_gap_ev": 9.47, "symbols": ["C", "O", "C", "C", "C", "N", "H", "H", "H", "H", "H", "H", "H", "H", "H", "H", "H", "C", "O", "C", "C", "C", "N", "H", "H", "H", "H", "H", "H", "H", "H", "H", "H", "H", "C", "O", "C", "C", "C", "N", "H", "H", "H", "H", "H", "H", "H", "H", "H", "H", "H", "C", "O", "C", "C", "C", "N", "H", "H", "H", "H", "H", "H", "H", "H", "H", "H", "H", "O", "C", "C", "O", "H", "H", "H", "H", "H", "H"], "xyz": [[-0.27, 1.18, -1.19], [-0.18, 0.63, 0.05], [0.89, -0.22, 0.32], [2.29, 0.39, 0.35], [3.25, -0.69, 0.91], [2.30, 1.52, 1.20], [-0.43, 0.36, -1.88], [0.65, 1.70, -1.47], [-1.03, 1.94, -1.37], [0.78, -0.76, 1.26], [0.83, -1.07, -0.37], [2.64, 0.75, -0.62], [2.75, -1.15, 1.77], [4.25, -0.30, 1.05], [3.35, -1.47, 0.15], [1.86, 2.28, 0.70], [1.63, 1.47, 1.96], [-3.81, 0.56, -0.55], [-4.60, -0.22, -1.38], [-4.27, -0.12, -2.71], [-4.38, -1.54, -3.38], [-3.19, -2.53, -2.89], [-4.41, -1.41, -4.73], [-3.90, 1.61, -0.86], [-2.75, 0.30, -0.61], [-4.12, 0.33, 0.46], [-5.06, 0.52, -3.07], [-3.38, 0.42, -3.02], [-5.28, -2.04, -3.03], [-3.42, -2.85, -1.88], [-2.16, -2.21, -3.07], [-3.17, -3.40, -3.54], [-5.19, -1.00, -5.22], [-3.73, -0.74, -5.05], [0.02, -4.51, -3.21], [1.29, -4.06, -3.10], [1.64, -3.08, -4.04], [3.20, -3.14, -4.19], [3.98, -2.90, -2.92], [3.54, -2.02, -5.06], [0.03, -5.39, -2.56], [-0.27, -4.94, -4.16], [-0.73, -3.81, -2.83], [1.28, -3.52, -4.97], [1.33, -2.07, -3.76], [3.49, -4.08, -4.65], [3.64, -3.51, -2.08], [3.49, -2.07, -2.42], [5.06, -2.80, -3.00], [3.14, -2.15, -5.98], [3.11, -1.21, -4.64], [3.12, -0.32, 4.92], [2.25, 0.85, 4.90], [1.09, 0.71, 5.63], [0.14, 1.92, 5.41], [-1.34, 1.63, 5.71], [0.23, 2.30, 3.95], [3.76, -0.38, 5.80], [3.89, -0.16, 4.17], [2.52, -1.23, 4.82], [0.58, -0.13, 5.16], [1.44, 0.51, 6.64], [0.61, 2.77, 5.90], [-1.97, 2.43, 5.32], [-1.52, 1.50, 6.78], [-1.60, 0.76, 5.11], [1.20, 2.26, 3.68], [-0.06, 1.48, 3.43], [-0.77, 4.75, 3.36], [-0.49, 5.20, 2.06], [-1.64, 4.68, 1.11], [-1.53, 3.29, 0.90], [-0.37, 3.89, 3.48], [-0.44, 6.29, 1.97], [0.49, 4.88, 1.69], [-1.43, 5.17, 0.16], [-2.65, 4.96, 1.40], [-1.48, 3.04, 1.82]]}



[2]
{"formula": "C18H50N7O8P2S2", "method": "ωB97M-V/def2-TZVPD", "largest_force_ev_per_a": 6.87, "total_energy_ev": -86530.8748, "e_homo_ev": -5.189, "total_charge": -1, "spin_multiplicity": 1, "lumo_energy_ev": 1.89, "orbital_gap_ev": 7.08, "symbols": ["C", "C", "C", "C", "C", "S", "O", "O", "N", "S", "O", "O", "C", "O", "O", "H", "H", "H", "H", "H", "H", "H", "H", "H", "H", "H", "H", "H", "H", "O", "P", "N", "C", "C", "N", "C", "C", "N", "C", "C", "H", "H", "H", "H", "H", "H", "H", "H", "H", "H", "H", "H", "H", "H", "H", "H", "H", "H", "O", "P", "N", "C", "C", "N", "C", "C", "N", "C", "C", "H", "H", "H", "H", "H", "H", "H", "H", "H", "H", "H", "H", "H", "H", "H", "H", "H", "H"], "xyz": [[6.58, 2.21, 0.43], [6.56, 3.72, 0.79], [5.67, 4.44, -0.23], [4.17, 4.11, -0.04], [3.51, 3.86, -1.41], [1.81, 4.38, -1.53], [1.81, 5.82, -1.63], [1.29, 3.69, -2.69], [1.14, 3.85, -0.16], [-0.32, 4.39, 0.14], [-1.16, 4.64, -1.01], [-0.36, 5.52, 1.04], [-1.13, 3.00, 1.00], [-2.53, 3.27, 0.91], [-3.22, 2.05, 0.66], [5.71, 1.73, 0.87], [6.54, 2.09, -0.66], [7.50, 1.77, 0.79], [6.25, 3.88, 1.82], [7.59, 4.07, 0.69], [5.82, 5.53, -0.21], [5.99, 4.12, -1.23], [3.65, 4.85, 0.56], [4.16, 3.15, 0.47], [4.04, 4.44, -2.17], [3.57, 2.81, -1.70], [-0.88, 2.98, 2.06], [-0.93, 2.06, 0.48], [-3.10, 1.87, -0.29], [4.32, -0.17, 2.24], [3.49, -1.33, 1.77], [2.04, -1.00, 2.63], [1.07, -1.99, 3.04], [1.34, 0.19, 2.13], [4.44, -2.58, 2.57], [3.99, -3.18, 3.82], [5.85, -2.22, 2.74], [2.73, -2.52, 0.69], [3.08, -3.93, 0.68], [2.80, -2.00, -0.70], [0.46, -2.37, 2.21], [0.39, -1.53, 3.77], [1.51, -2.83, 3.55], [0.85, 0.00, 1.17], [2.04, 1.02, 2.00], [0.58, 0.52, 2.84], [3.74, -2.43, 4.58], [4.77, -3.83, 4.22], [3.13, -3.84, 3.68], [6.01, -1.55, 3.60], [6.24, -1.73, 1.86], [6.44, -3.12, 2.91], [4.15, -4.12, 0.61], [2.60, -4.40, -0.19], [2.67, -4.44, 1.55], [3.82, -2.01, -1.09], [2.44, -0.97, -0.74], [2.17, -2.59, -1.37], [-4.07, -0.33, -0.93], [-5.36, -0.95, -1.37], [-5.14, -2.55, -0.80], [-5.79, -3.73, -1.34], [-5.12, -2.64, 0.66], [-5.09, -0.85, -3.10], [-4.70, -2.02, -3.87], [-4.20, 0.25, -3.49], [-7.11, -1.09, -1.57], [-7.78, -1.00, -2.87], [-7.78, -0.14, -0.64], [-6.86, -3.80, -1.07], [-5.29, -4.62, -0.96], [-5.71, -3.79, -2.42], [-6.13, -2.51, 1.08], [-4.47, -1.87, 1.08], [-4.73, -3.60, 0.98], [-3.83, -2.53, -3.44], [-4.46, -1.73, -4.89], [-5.52, -2.74, -3.97], [-3.14, 0.00, -3.34], [-4.41, 1.15, -2.93], [-4.35, 0.48, -4.55], [-7.49, -0.14, -3.46], [-8.86, -0.94, -2.70], [-7.63, -1.91, -3.44], [-7.63, 0.90, -0.94], [-7.37, -0.26, 0.37], [-8.85, -0.34, -0.58]]}



[3]
{"formula": "C18H51N4O2PScSi4", "method": "ωB97M-V/def2-TZVPD", "e_above_lowest_ev": 0.0000, "largest_force_ev_per_a": 0.18, "total_energy_ev": -91050.4716, "e_homo_ev": -9.741, "total_charge": 1, "spin_multiplicity": 1, "lumo_energy_ev": -2.17, "orbital_gap_ev": 7.57, "symbols": ["Sc", "N", "C", "O", "C", "C", "H", "H", "H", "H", "H", "H", "C", "Si", "C", "C", "Si", "Si", "C", "C", "C", "Si", "C", "C", "C", "H", "H", "H", "H", "H", "H", "H", "H", "H", "H", "H", "H", "H", "H", "H", "H", "H", "H", "H", "H", "H", "H", "H", "H", "H", "H", "H", "C", "N", "C", "P", "O", "N", "C", "C", "N", "C", "C", "H", "H", "H", "H", "H", "H", "H", "H", "H", "H", "H", "H", "H", "H", "H", "H", "H", "H"], "xyz": [[0.76, 1.04, 0.09], [2.31, 4.64, 1.40], [2.09, 3.51, 0.74], [0.93, 3.02, 0.71], [3.21, 2.83, 0.00], [2.95, 1.33, -0.11], [1.55, 5.09, 1.89], [3.23, 5.03, 1.46], [4.17, 3.10, 0.45], [3.21, 3.30, -0.99], [3.39, 0.81, 0.75], [3.45, 0.92, -0.99], [-2.57, -2.70, 3.14], [-2.12, -1.42, 1.84], [-2.29, -2.21, 0.13], [-3.35, -0.01, 1.97], [0.06, -0.62, 2.06], [0.63, 0.13, 4.20], [-0.71, 1.27, 4.85], [0.87, -1.28, 5.41], [2.24, 1.11, 4.06], [1.48, -2.35, 1.38], [3.23, -2.16, 2.05], [0.86, -4.07, 1.82], [1.56, -2.23, -0.51], [-3.59, -3.06, 3.00], [-2.51, -2.26, 4.14], [-1.90, -3.56, 3.11], [-3.32, -2.53, -0.05], [-1.65, -3.08, 0.04], [-2.01, -1.50, -0.66], [-4.38, -0.36, 1.81], [-3.15, 0.79, 1.25], [-3.31, 0.44, 2.97], [-1.65, 0.73, 4.99], [-0.90, 2.10, 4.16], [-0.42, 1.70, 5.82], [-0.04, -1.88, 5.50], [1.14, -0.91, 6.40], [1.67, -1.95, 5.08], [2.09, 2.00, 3.45], [3.03, 0.51, 3.60], [2.59, 1.42, 5.05], [3.23, -2.23, 3.14], [3.67, -1.20, 1.78], [3.88, -2.95, 1.67], [0.77, -4.18, 2.90], [1.56, -4.83, 1.46], [-0.12, -4.27, 1.38], [2.06, -1.31, -0.85], [0.54, -2.25, -0.91], [2.11, -3.06, -0.96], [-1.04, 2.24, -5.22], [-0.58, 2.12, -3.84], [-0.05, 3.35, -3.27], [-0.81, 0.72, -3.02], [-0.31, 0.97, -1.60], [-0.04, -0.44, -3.88], [1.22, -0.18, -4.57], [-0.28, -1.86, -3.64], [-2.36, 0.20, -2.92], [-3.25, 0.79, -1.92], [-3.08, -0.36, -4.06], [-1.88, 2.94, -5.29], [-1.36, 1.28, -5.61], [-0.24, 2.61, -5.85], [-0.80, 4.15, -3.34], [0.84, 3.67, -3.82], [0.21, 3.22, -2.23], [1.35, 0.89, -4.74], [1.22, -0.69, -5.53], [2.07, -0.55, -3.98], [-1.13, -2.01, -2.99], [0.60, -2.32, -3.18], [-0.47, -2.37, -4.59], [-2.68, 1.14, -1.06], [-3.95, 0.02, -1.58], [-3.82, 1.62, -2.34], [-2.39, -0.77, -4.80], [-3.71, 0.39, -4.54], [-3.72, -1.17, -3.71]]}